[1]
The following is a DFT calculation (the ωB97M-V functional and the def2-TZVPD basis) of a structure of composition C4H9N2O at a distorted geometry.

The geometry in XYZ format:
```
16
Properties=species:S:1:pos:R:3:forces:R:3:mulliken_charge:R:1
C 1.81354 -0.94352 -0.18872 -0.678 0.061 0.653 -0.19
C 2.02631 0.49860 0.24599 1.331 -1.072 -4.010 -0.34
C -0.30119 -0.18456 -0.09311 2.379 1.291 2.832 0.80
C -1.31258 -0.42816 1.06347 -0.240 0.597 0.882 -1.35
N 0.59867 -1.22001 -0.33860 -2.471 0.145 -1.047 -0.49
N -1.08853 0.37284 -1.25378 -1.542 -0.101 1.185 -0.22
O 0.84102 1.10001 0.37066 -4.751 -1.262 -1.103 -0.51
H 2.42988 -1.79605 -0.41294 1.188 0.364 0.206 0.46
H 2.54402 0.59091 1.11747 1.974 0.071 2.382 0.39
H 2.61636 0.87958 -0.65144 -0.199 0.110 1.074 0.23
H -0.87502 -0.26696 2.04954 0.901 -0.186 -0.253 0.32
H -1.63665 -1.49804 1.11530 -0.191 1.052 -0.524 0.35
H -2.13182 0.37362 1.21560 0.779 -1.411 -1.084 0.43
H -0.64684 1.14820 -1.77961 0.005 -0.743 0.068 0.36
H -1.87269 0.75351 -0.65741 0.564 0.225 -1.380 0.38
H -1.55265 -0.39327 -1.80776 0.951 0.857 0.122 0.39
```
Forces are in eV/Å.

Output
energy above the lowest of the compared OMol25 structures with the same formula, charge and spin = 3.627 eV
calculated total energy = -9312.3892 eV
2S+1 = 1
charge = +1


[2]
The following is a DFT calculation (the ωB97M-V functional and the def2-TZVPD basis) of the ion C4H9N2O2 with charge -1 at a distorted geometry.

The geometry in XYZ format:
```
17
Properties=species:S:1:pos:R:3:forces:R:3:mulliken_charge:R:1
N 0.30856 -2.71600 0.30217 -0.319 0.770 -0.059 -0.36
C -0.17466 -1.50157 0.73846 -3.185 -1.466 4.208 0.09
O -1.04445 -1.57392 1.65656 0.996 -0.205 -1.400 -0.70
C 0.24086 -0.09915 0.41871 0.268 -1.332 -2.494 0.21
N 1.36136 -0.32004 -0.56066 -1.812 -0.492 -1.472 -0.83
C -0.92948 0.74041 -0.15956 1.119 2.102 2.940 -0.72
C -0.34168 2.18308 -0.31413 -0.637 0.460 0.488 -0.65
O 0.63345 2.18560 -1.18589 1.361 0.481 -1.329 -0.87
H -0.09111 -3.57535 0.72378 0.498 1.366 -0.605 0.25
H 1.01539 -2.70966 -0.40238 0.370 -0.180 -0.182 0.24
H 0.46029 0.34967 1.36776 0.837 0.160 0.354 0.37
H 1.95319 0.49442 -0.64193 -0.561 0.496 -0.277 0.36
H 0.75888 -0.34102 -1.48532 2.181 0.441 2.036 0.33
H -1.83473 0.75772 0.45789 0.202 -0.447 0.085 0.36
H -1.12330 0.48414 -1.12759 -0.791 -1.121 -2.687 0.35
H -0.09934 2.65287 0.64846 0.914 -0.769 1.597 0.24
H -1.09322 2.98881 -0.43634 -1.442 -0.263 -1.202 0.33
```
Forces are in eV/Å.

Output
energy above the lowest of the compared OMol25 structures with the same formula, charge and spin = 2.839 eV
calculated total energy = -11368.3263 eV
2S+1 = 1
SMILES = NC(=O)[C@@H](N)CC[O-]
charge = -1


[3]
The following is a DFT calculation (the ωB97M-V functional and the def2-TZVPD basis) of the ion C4H9N2O3 with charge +1 at a distorted geometry.

The geometry in XYZ format:
```
18
Properties=species:S:1:pos:R:3:forces:R:3:mulliken_charge:R:1
C -1.60599 0.50680 2.67898 1.123 5.561 -1.199 -0.46
C 0.17168 0.36392 -0.63552 -0.829 0.720 0.120 0.16
C -0.49383 0.64886 1.74930 -0.552 -2.368 -2.946 0.90
C -0.27749 -0.44987 -1.81977 -0.360 -1.322 -0.619 -0.54
N 0.56648 1.39186 1.89678 0.302 1.458 0.731 -0.27
N 0.92833 -1.16898 -2.41226 -1.984 -0.116 2.134 -0.54
O -0.80729 -0.01946 0.60681 1.790 1.280 1.450 -0.36
O -1.97001 -0.56673 3.07527 -1.426 -3.928 1.653 -0.13
O 1.43017 0.10126 -0.40943 0.955 -0.198 0.711 -0.57
H -0.65666 0.22362 -2.55652 -0.692 0.205 -0.437 0.28
H -1.06178 -1.16667 -1.44591 0.715 0.658 -0.822 0.27
H 0.60456 1.98589 2.72766 -0.063 -0.427 -0.161 0.27
H 1.23579 1.68687 1.17533 -0.545 -0.811 0.146 0.26
H 1.14913 -0.85856 -3.35173 -0.151 -0.569 0.112 0.24
H 1.62362 -0.63740 -1.14667 0.302 0.647 0.373 0.49
H 0.69848 -2.15561 -2.24938 0.787 0.391 -1.137 0.28
H -1.41603 -1.30838 2.80163 0.315 -1.031 -0.091 0.34
H -0.11918 1.42258 -0.68457 0.314 -0.151 -0.020 0.37
```
Forces are in eV/Å.

Output
energy above the lowest of the compared OMol25 structures with the same formula, charge and spin = 3.552 eV
calculated total energy = -13406.3652 eV
2S+1 = 1
charge = +1


[4]
The following is a DFT calculation (the ωB97M-V functional and the def2-TZVPD basis) of an isolated molecule of C4H9N2O4P at a distorted geometry.

The geometry in XYZ format:
```
20
Properties=species:S:1:pos:R:3:forces:R:3:mulliken_charge:R:1
N 2.48943 -0.79368 1.29584 -1.682 0.511 -1.901 -0.58
C 2.43233 0.15493 0.11133 4.808 4.764 0.461 0.39
O 3.37278 1.13917 0.09494 -6.178 -6.058 0.005 -0.53
C 1.35916 0.09040 -1.13087 0.156 0.273 0.969 -0.40
C -0.02074 -0.63529 -0.62637 0.769 -1.935 -0.929 -0.58
N -1.27967 0.18553 -0.78728 0.370 1.378 3.586 -0.10
P -2.57594 -0.84470 -0.03310 -0.433 -4.601 -1.018 0.40
O -2.50274 -2.36093 -0.47065 0.022 4.850 0.972 -0.63
C -1.28685 1.43806 0.05824 -5.665 4.557 -0.125 0.38
O -2.39838 2.22110 -0.01504 6.862 -5.071 0.336 -0.55
O -0.24791 1.88013 0.99890 -1.113 -0.341 -3.790 -0.38
H 1.83882 -0.46693 2.07272 1.177 -0.381 -1.409 0.32
H 2.17890 -1.76101 0.99380 0.218 1.580 0.508 0.32
H 1.17138 1.22246 -1.46008 0.527 -2.641 0.715 0.21
H 1.85391 -0.50194 -2.02857 -1.102 1.268 1.951 0.33
H -0.15650 -1.59909 -1.31816 0.016 2.179 1.680 0.34
H -0.00486 -1.03337 0.47367 0.570 0.776 -1.964 0.40
H -2.35168 -0.82518 1.41729 -0.077 0.632 -1.166 0.13
H -3.91639 -0.29754 -0.27815 1.584 0.095 0.144 0.15
H 0.04495 2.78788 0.63152 -0.829 -1.834 0.976 0.38
```
Forces are in eV/Å.

Output
energy above the lowest of the compared OMol25 structures with the same formula, charge and spin = 7.375 eV
calculated total energy = -24748.9235 eV
2S+1 = 1
SMILES = NC(=O)CCN([PH2]=O)C(=O)O


[5]
The following is a DFT calculation (the ωB97M-V functional and the def2-TZVPD basis) of the ion C4H9N2O5 with charge +1 at a distorted geometry.

The geometry in XYZ format:
```
20
Properties=species:S:1:pos:R:3:forces:R:3:mulliken_charge:R:1
O -1.27783 -0.83639 1.57328 -0.290 0.514 -0.615 -0.61
C -0.74918 0.02861 0.91065 2.303 -0.495 0.527 0.44
N -0.31679 1.24078 1.23627 0.172 0.234 0.795 0.17
O -0.79382 1.84957 2.42361 0.636 -0.985 -1.276 -0.36
C 0.50616 1.98654 0.27406 -3.015 0.343 -0.697 -0.72
C 0.84686 0.90466 -0.77230 -1.825 -0.991 0.446 -0.37
N -0.23819 -0.21826 -0.51390 0.102 1.534 1.088 0.32
O -1.34996 0.27511 -1.16935 0.008 1.022 -2.234 -0.51
C 0.10089 -1.96261 -0.77115 0.379 1.133 2.115 0.10
O 0.42229 -2.16350 -1.99555 2.170 -0.043 -1.967 -0.42
O 1.07829 -2.16131 0.13850 -0.514 -0.177 0.335 -0.51
H -0.92379 1.05072 2.96841 -0.155 0.361 0.412 0.39
H 1.33216 2.50736 0.66073 1.339 -0.020 1.029 0.41
H -0.16035 2.82274 -0.06756 0.559 -0.849 -0.426 0.31
H 0.67619 1.27595 -1.81246 0.668 -0.686 0.850 0.32
H 1.74546 0.36872 -0.48533 0.502 0.370 -0.571 0.37
H -2.11343 -0.24581 -0.97254 -0.998 -1.003 0.367 0.39
H -0.88003 -2.30080 -0.47827 -0.373 -0.222 -0.191 0.43
H 1.42782 -2.12645 -2.16981 -2.046 -0.081 0.544 0.43
H 0.66727 -2.29564 1.02273 0.379 0.041 -0.532 0.40
```
Forces are in eV/Å.

Output
calculated total energy = -17500.7379 eV
2S+1 = 1
SMILES = O=C1N(O)CC[N@@+]1(O)C(O)O
charge = +1


[6]
The following is a DFT calculation (the ωB97M-V functional and the def2-TZVPD basis) of a cluster of 2 separate species, C4H9N2P in total at a distorted geometry.

The geometry in XYZ format:
```
16
Properties=species:S:1:pos:R:3:forces:R:3:mulliken_charge:R:1
C 1.74711 -2.32350 -1.38733 -1.433 1.739 0.514 -1.00
C 0.65167 -1.59978 -1.43192 -0.963 0.613 -1.416 -0.11
C 0.38853 -0.44747 -0.64348 0.187 1.141 0.864 -0.31
C -0.76305 0.25066 -0.55735 1.887 -1.505 0.288 0.17
N 0.10070 1.81028 1.65981 -3.138 -3.445 -1.552 -0.51
N -1.23048 0.93867 0.47551 0.705 3.391 4.170 -0.29
P -2.69012 1.86832 0.63946 1.078 0.103 -2.406 -0.08
H 1.80300 -3.16570 -1.93279 0.643 -2.740 -1.742 0.33
H 2.49554 -1.94481 -0.80550 2.242 0.277 1.574 0.29
H -0.08947 -1.84749 -2.16776 -0.633 -0.364 -0.112 0.24
H 1.17791 -0.16060 0.01929 0.417 -0.080 0.661 0.20
H -1.42488 0.10933 -1.33292 -1.970 -0.338 -1.611 0.38
H 0.55924 0.87401 1.70934 0.318 1.250 -0.039 0.28
H 0.41996 2.33435 0.87242 0.997 0.240 -0.711 0.31
H -2.91586 1.91426 1.95422 -0.199 -0.866 2.120 0.06
H -2.03520 3.08775 0.86965 -0.139 0.585 -0.602 0.04
```
Forces are in eV/Å.

Output
energy above the lowest of the compared OMol25 structures with the same formula, charge and spin = 5.320 eV
calculated total energy = -16557.5664 eV
2S+1 = 1


[7]
The following is a DFT calculation (the ωB97M-V functional and the def2-TZVPD basis) of the ion C4H9N2S with charge +1 at a distorted geometry.

The geometry in XYZ format:
```
16
Properties=species:S:1:pos:R:3:forces:R:3:mulliken_charge:R:1
C -1.81762 0.08315 -0.21461 1.267 -0.126 2.767 0.60
C 0.98955 -0.37474 0.12657 -0.904 0.780 -1.519 0.72
C 2.18998 -1.27691 0.06710 0.423 -0.571 0.461 -1.34
C 1.22353 1.12700 0.23063 -0.839 -0.388 -1.322 -0.91
N -1.42716 1.00975 0.55955 -0.145 -0.090 -0.843 -0.60
N -3.06461 -0.31535 -0.55997 0.770 -1.481 -0.968 -0.43
S -0.46803 -1.19797 -0.36110 1.336 1.149 0.606 -0.06
H 2.98987 -1.10627 0.84269 -0.733 0.775 -0.995 0.37
H 2.62351 -1.27091 -0.99449 -0.552 -0.011 1.512 0.35
H 1.86794 -2.27163 0.37887 -0.025 -0.313 -0.736 0.48
H 1.11798 1.46990 1.24555 0.474 -0.190 0.859 0.35
H 0.31924 1.76985 -0.15819 2.117 -1.445 -0.063 0.40
H 2.27532 1.27201 -0.16769 -1.325 0.246 0.532 0.33
H -2.01103 1.75528 0.92291 -0.649 -0.297 -0.394 0.20
H -3.56483 0.49756 -0.79266 -1.550 0.734 -0.415 0.29
H -3.24362 -1.17072 -1.12516 0.335 1.228 0.518 0.26
```
Forces are in eV/Å.

Output
energy above the lowest of the compared OMol25 structures with the same formula, charge and spin = 2.933 eV
calculated total energy = -18100.5942 eV
2S+1 = 1
charge = +1